(1)
Computed, not measured: 2 unconnected molecules or ions with the total composition C22H25O8 at a distorted geometry, with ωB97M-V with the def2-TZVPD basis set.

Element x y z (Å)
C 3.829 2.797 3.590
C 2.814 1.682 3.560
O 2.904 1.103 2.243
C 1.882 0.245 2.070
C 1.903 -0.354 0.696
C 1.962 -1.816 0.696
O 1.691 -2.598 1.603
C 2.645 -2.225 -0.621
C 3.253 -0.974 -1.222
C 3.007 0.132 -0.187
O 1.052 0.074 2.942
H 3.784 3.270 4.578
H 4.840 2.404 3.405
H 3.587 3.542 2.818
H 3.040 0.866 4.273
H 1.787 2.062 3.712
H 3.422 -2.956 -0.363
H 1.940 -2.750 -1.271
H 4.336 -1.120 -1.289
H 2.881 -0.723 -2.228
H 2.856 1.140 -0.587
H 3.924 0.199 0.441
C -5.409 -4.193 -0.307
O -4.194 -4.286 0.448
C -3.372 -3.208 0.500
C -2.143 -3.414 1.187
C -1.197 -2.437 1.159
C -1.333 -1.268 0.392
C -0.289 -0.206 0.355
C -0.215 0.701 -0.686
C 0.441 2.017 -0.524
O 1.038 2.371 0.486
O 0.419 2.834 -1.644
C -0.766 2.707 -2.477
C -2.011 3.099 -1.701
C -0.547 3.597 -3.700
O -0.851 1.351 -2.958
C -0.628 0.319 -2.066
O -0.749 -0.826 -2.442
C -2.582 -1.048 -0.233
C -3.611 -1.970 -0.151
H -5.793 -5.206 -0.264
H -6.131 -3.510 0.157
H -5.248 -3.907 -1.355
H -1.992 -4.346 1.744
H -0.272 -2.574 1.718
H -0.122 0.181 1.402
H -2.189 2.450 -0.834
H -1.903 4.134 -1.359
H -2.879 3.054 -2.365
H 0.344 3.262 -4.240
H -1.413 3.536 -4.363
H -0.414 4.634 -3.381
H -2.746 -0.103 -0.743
H -4.582 -1.748 -0.616

HOMO energy in eV: -3.69
Lowest unoccupied orbital energy in eV: 2.80
Relative energy (zero: lowest compared OMol25 entry of this formula, charge and spin) in eV: 0.761
E in hartree: -1455.27556
Multiplicity: 1
Net charge: -1
Orbital gap in Ha: 0.2384

(2)
Computed, not measured: a molecular structure, C33H25CoN3O5S at a distorted geometry, with ωB97M-V with the def2-TZVPD basis set.

Element x y z (Å)
Co 0.627 -0.201 0.614
O 3.624 -3.431 -0.061
C 2.688 -4.415 0.105
C 2.988 -5.662 -0.457
C 2.113 -6.711 -0.279
C 0.909 -6.546 0.430
C 0.623 -5.314 0.982
C 1.487 -4.233 0.806
C 1.074 -2.883 1.297
O 1.656 -1.878 0.681
N 0.195 -2.762 2.238
N -0.101 -1.382 2.345
C -0.734 -1.000 3.390
C -1.106 0.388 3.604
C -2.048 0.725 4.581
C -2.423 2.022 4.844
C -1.880 3.032 4.053
C -0.982 2.740 3.076
C -0.512 1.412 2.827
O 0.435 1.231 1.927
H 3.159 -2.567 0.161
H 3.909 -5.780 -1.009
H 2.357 -7.674 -0.707
H 0.269 -7.410 0.541
H -0.320 -5.236 1.525
H -1.066 -1.749 4.124
H -2.523 -0.051 5.168
H -3.220 2.276 5.542
H -2.153 4.085 4.203
H -0.479 3.492 2.478
C 1.498 4.595 -2.108
C 1.648 4.232 -0.754
C 1.693 2.894 -0.402
C 1.677 1.893 -1.390
C 1.526 2.300 -2.734
C 1.440 3.617 -3.092
N 1.675 0.563 -1.033
C 2.219 -0.330 -1.907
C 3.425 -0.004 -2.553
C 4.029 -0.914 -3.390
C 3.461 -2.179 -3.561
C 2.232 -2.489 -2.987
C 1.642 -1.576 -2.140
H 1.451 5.651 -2.398
H 1.701 5.010 0.000
H 1.757 2.610 0.629
H 1.441 1.556 -3.525
H 1.316 3.855 -4.143
H 3.920 0.956 -2.401
H 4.998 -0.696 -3.844
H 4.012 -2.842 -4.214
H 1.755 -3.451 -3.145
H 0.707 -1.807 -1.669
O -6.636 3.697 -0.679
C -5.371 3.905 -0.163
O -5.151 4.977 0.329
C -4.423 2.792 -0.317
C -4.763 1.499 -0.721
C -3.851 0.459 -0.831
C -2.506 0.704 -0.491
S -1.350 -0.611 -0.667
C -2.123 1.997 -0.109
C -3.088 2.999 -0.007
H -6.713 2.792 -0.980
H -5.772 1.231 -1.005
H -4.173 -0.544 -1.116
H -1.071 2.154 0.132
H -2.796 3.988 0.355

HOMO energy (alpha / beta) in eV: -4.56 / -4.57
Lowest unoccupied orbital energy (alpha / beta) in eV: 2.56 / 0.33
Relative energy (zero: lowest compared OMol25 entry of this formula, charge and spin) in eV: 0.000
E in hartree: -3594.09175
Multiplicity: 5
Net charge: -1
Orbital gap (alpha / beta) in Ha: 0.2619 / 0.1798

(3)
Computed, not measured: 2 unconnected molecules or ions with the total composition C4H14NO at a distorted geometry, with ωB97M-V with the def2-TZVPD basis set.

Element x y z (Å)
C 0.007 -1.173 -0.533
C 0.939 0.032 -0.379
C 2.243 -0.508 -1.010
C 1.176 0.568 1.124
N -1.245 -0.919 0.416
H 0.264 -2.124 0.050
H -0.476 -1.067 -1.602
H 0.368 0.801 -0.896
H 2.883 -0.871 -0.206
H 2.589 0.344 -1.555
H 2.038 -1.470 -1.644
H 1.576 -0.270 1.645
H 1.878 1.441 1.050
H 0.310 0.996 1.574
H -1.812 -1.795 0.268
H -1.680 -0.129 0.024
H -0.762 -0.707 1.288
H -1.978 2.546 0.037
H -3.295 2.064 0.243
O -2.423 1.645 0.198

HOMO energy in eV: -15.44
Lowest unoccupied orbital energy in eV: -3.22
Relative energy (zero: lowest compared OMol25 entry of this formula, charge and spin) in eV: 1.988
E in hartree: -290.50217
Multiplicity: 1
Net charge: +1
Orbital gap in Ha: 0.4493

(4)
Computed, not measured: C3H7N3 in the gas phase at a distorted geometry, with ωB97M-V with the def2-TZVPD basis set.

Element x y z (Å)
C -0.866 -0.016 0.014
C 0.096 1.208 0.159
C 1.394 0.627 -0.323
H -2.567 0.825 0.187
H 0.254 1.444 1.249
H -0.367 2.207 -0.238
H 2.426 0.896 0.089
H 1.376 0.514 -1.433
H 1.508 -0.820 1.208
H -0.365 -2.049 -0.378
N -2.183 -0.100 -0.079
N 1.341 -0.800 0.143
N -0.016 -1.090 -0.033

HOMO energy in eV: -8.53
Lowest unoccupied orbital energy in eV: 0.95
Relative energy (zero: lowest compared OMol25 entry of this formula, charge and spin) in eV: 1.723
E in hartree: -282.71094
Multiplicity: 1
Net charge: 0
Orbital gap in Ha: 0.3485